# 1
A single C19H22N2O7S2 molecule, computed with ωB97M-V/def2-TZVPD.

Last column: Mulliken charge in e.
Geometry (Å):
C  -0.689  -8.103  0.017  -0.6915
O  -1.533  -7.806  -1.073  -0.3880
C  -2.289  -6.634  -0.922  -0.3492
C  -1.469  -5.340  -1.061  -0.6993
N  -2.294  -4.157  -0.949  -0.2406
S  -2.845  -3.763  0.591  1.4116
O  -4.280  -3.758  0.583  -0.7221
O  -2.152  -4.562  1.557  -0.6359
C  -2.263  -2.075  0.705  0.2381
C  -3.165  -1.036  0.599  -0.7988
C  -2.731  0.286  0.663  -0.5352
C  -1.381  0.524  0.831  0.1590
C  -0.472  -0.548  0.935  -0.5067
C  -0.904  -1.856  0.877  -0.0178
C  0.910  -0.013  1.105  -0.4052
O  1.936  -0.637  1.202  -0.6077
C  0.733  1.466  1.108  -0.1513
C  1.681  2.459  1.238  -0.1673
C  1.241  3.771  1.177  0.2809
S  2.437  5.086  1.369  1.4136
O  1.937  6.284  0.752  -0.6576
O  2.813  5.143  2.751  -0.7543
N  3.783  4.515  0.550  -0.3428
C  3.907  4.902  -0.841  -0.7256
C  3.121  3.931  -1.731  -0.5549
O  1.730  3.954  -1.542  -0.2014
C  1.076  5.102  -2.045  -0.7401
C  -0.091  4.094  1.019  -0.9901
C  -1.050  3.092  0.897  -0.5692
C  -0.630  1.777  0.937  0.5724
H  0.176  -7.433  0.059  0.2834
H  -0.343  -9.123  -0.139  0.2457
H  -1.233  -8.039  0.965  0.3063
H  -3.045  -6.672  -1.714  0.3033
H  -2.796  -6.614  0.054  0.3865
H  -0.949  -5.322  -2.023  0.3503
H  -0.739  -5.278  -0.254  0.2906
H  -3.071  -4.155  -1.594  0.3328
H  -4.209  -1.279  0.475  0.5069
H  -3.438  1.098  0.586  0.5065
H  -0.225  -2.687  0.972  0.5416
H  2.727  2.237  1.371  0.6076
H  4.601  4.690  1.112  0.2896
H  4.957  4.868  -1.132  0.4847
H  3.530  5.922  -0.980  0.3162
H  3.421  2.907  -1.495  0.3068
H  3.364  4.145  -2.784  0.4284
H  1.245  5.975  -1.409  0.2966
H  0.014  4.862  -2.050  0.2066
H  1.404  5.320  -3.068  0.3444
H  -0.363  5.137  0.981  0.5477
H  -2.091  3.344  0.770  0.4945

Results
calculated total energy	-2169.7319	hartree
energy relative to the best compared isomer or geometry (same formula, charge and spin)	273.3	kJ/mol
SMILES string	COCCNS(=O)(=O)c1ccc2c(c1)C(=O)c1cc(S(=O)(=O)NCCOC)ccc1-2
strongest force on any atom	1.0	eV/A



# 2
A single C19H22N2S molecule in a non-equilibrium geometry, computed with ωB97M-V/def2-TZVPD.

Last column: Mulliken charge in e.
Geometry (Å):
C  4.214  2.801  3.203  -0.3278
C  2.883  3.148  2.949  -0.3017
C  1.901  2.591  3.788  0.4272
S  0.213  2.889  3.563  -0.2112
C  0.043  2.134  2.027  0.1903
C  0.118  2.910  0.859  -0.4387
C  -0.001  2.233  -0.386  -0.6971
C  -0.191  0.826  -0.432  -0.0313
C  -0.325  0.100  -1.745  -0.3129
C  0.984  -0.527  -2.242  -0.5820
C  0.660  -1.992  -2.558  -0.9609
C  -0.871  -2.042  -2.680  0.0417
C  -1.601  -3.351  -2.492  -0.9483
C  -3.104  -3.096  -2.583  -0.6903
C  -3.511  -2.107  -1.526  -0.6931
C  -2.717  -0.792  -1.569  -0.8009
N  -1.266  -1.051  -1.669  0.5000
C  -0.249  0.111  0.767  -0.2231
C  -0.132  0.762  1.998  -0.6635
C  2.324  1.744  4.810  -0.2011
C  3.658  1.417  4.967  -0.2994
N  4.575  1.954  4.153  -0.6095
H  4.946  3.207  2.542  0.3622
H  2.655  3.790  2.097  0.3420
H  0.161  4.017  0.848  0.4160
H  0.058  2.809  -1.291  0.4689
H  -0.732  0.797  -2.496  0.4670
H  1.720  -0.474  -1.433  0.3334
H  1.350  0.055  -3.105  0.3678
H  1.127  -2.362  -3.490  0.3637
H  0.980  -2.686  -1.763  0.3101
H  -1.177  -1.693  -3.707  0.2882
H  -1.376  -3.829  -1.549  0.3341
H  -1.320  -4.017  -3.312  0.3139
H  -3.626  -4.022  -2.456  0.3388
H  -3.367  -2.677  -3.573  0.3321
H  -4.566  -1.851  -1.628  0.3683
H  -3.335  -2.587  -0.564  0.3039
H  -2.915  -0.150  -0.713  0.3332
H  -3.035  -0.288  -2.497  0.3424
H  -0.431  -0.964  0.731  0.3701
H  -0.171  0.208  2.934  0.3827
H  1.559  1.325  5.467  0.3539
H  3.891  0.728  5.756  0.3409

Results
calculated total energy	-1244.8979	hartree
energy relative to the best compared isomer or geometry (same formula, charge and spin)	99.6	kJ/mol
SMILES string	c1cc(Sc2ccc([C@H]3CC[C@H]4CCCCN43)cc2)ccn1
strongest force on any atom	2.0	eV/A



# 3
A molecular structure, C19H22N4O3RhS, computed with ωB97M-V/def2-TZVPD.

Last column: Mulliken charge in e.
Geometry (Å):
Rh  0.214  -0.173  0.660  0.3414
N  2.286  0.385  -3.062  -0.4185
C  1.464  0.279  -1.998  0.7795
S  2.218  0.266  -0.415  -0.3471
N  0.190  0.191  -2.221  -1.3418
N  -0.602  0.105  -1.090  0.9336
C  -1.858  0.332  -1.253  -0.4769
C  -2.884  0.329  -0.245  0.9506
C  -4.154  0.795  -0.634  -0.7885
C  -5.208  0.833  0.246  -0.8243
C  -5.008  0.380  1.553  -0.4348
C  -3.780  -0.091  1.962  -0.5755
C  -2.686  -0.130  1.079  0.3864
O  -1.551  -0.634  1.512  -0.6221
H  3.266  0.553  -2.932  0.1961
H  1.885  0.505  -3.976  0.2342
H  -2.146  0.564  -2.274  0.4109
H  -4.289  1.132  -1.655  0.3921
H  -6.175  1.197  -0.069  0.4319
H  -5.831  0.393  2.256  0.4312
H  -3.628  -0.461  2.968  0.4968
C  -0.574  -3.187  0.819  -0.7127
O  0.523  -2.291  0.547  -0.2115
C  1.722  -2.612  1.275  -0.6681
C  1.683  -1.995  2.658  -0.4109
O  1.348  -0.611  2.494  0.1928
C  2.061  0.321  3.310  -0.8130
H  -0.247  -4.195  0.564  0.3112
H  -1.401  -2.884  0.189  0.2083
H  -0.881  -3.127  1.862  0.3367
H  2.540  -2.189  0.699  0.2184
H  1.833  -3.696  1.325  0.4708
H  2.669  -2.084  3.118  0.4579
H  0.946  -2.462  3.314  0.2837
H  3.128  0.094  3.291  0.3803
H  1.690  0.286  4.335  0.2636
H  1.902  1.309  2.888  0.2029
N  -0.156  1.719  1.139  -0.1548
C  -0.571  2.546  1.815  0.3033
C  -1.124  3.581  2.628  0.3766
C  -2.282  3.300  3.354  -0.3096
C  -2.830  4.295  4.144  -0.7157
C  -2.229  5.546  4.200  -0.3367
C  -1.078  5.817  3.470  -0.6453
C  -0.515  4.835  2.676  -0.3844
H  -2.741  2.322  3.282  0.4761
H  -3.728  4.097  4.712  0.4192
H  -2.663  6.320  4.818  0.4071
H  -0.622  6.796  3.518  0.4099
H  0.378  5.030  2.098  0.4889

Results
calculated total energy	-1690.4787	hartree
net charge	+1
energy relative to the best compared isomer or geometry (same formula, charge and spin)	0.0	kJ/mol
strongest force on any atom	0.6	eV/A



# 4
A single C19H22N4O4S2 molecule in a non-equilibrium geometry, computed with ωB97M-V/def2-TZVPD.

Last column: Mulliken charge in e.
Geometry (Å):
C  -0.847  -6.131  -0.696  -1.5276
C  -1.354  -4.725  -0.591  0.7395
C  -2.581  -4.360  -1.131  -0.7564
C  -3.058  -3.068  -1.032  -0.6941
C  -2.316  -2.091  -0.370  0.5489
N  -2.768  -0.764  -0.282  0.1888
C  -1.892  0.273  0.224  -0.7568
C  -2.558  1.595  -0.206  0.2260
C  -2.366  2.684  0.822  0.0502
O  -3.237  3.125  1.529  -0.6405
N  -1.083  3.183  0.966  -0.0523
C  0.074  2.835  0.336  0.4926
N  0.186  2.147  -0.745  -0.2128
N  1.436  1.906  -1.111  -0.6849
C  2.318  2.398  -0.314  0.5765
S  4.020  2.181  -0.471  -0.1765
C  4.047  0.701  -1.544  -0.7809
C  3.946  -0.592  -0.751  -0.8895
C  2.543  -0.870  -0.175  0.1775
O  2.448  -2.186  0.302  -0.5030
C  2.822  -2.165  1.665  -0.4757
C  2.664  -0.688  2.083  -0.6291
O  2.210  -0.042  0.910  -0.0299
S  1.635  3.296  1.035  -0.2397
C  -4.022  1.205  -0.374  -0.8980
C  -4.008  -0.296  -0.611  0.4727
O  -4.948  -0.941  -1.012  -0.6725
C  -1.091  -2.455  0.188  -0.0176
C  -0.621  -3.749  0.069  -0.7298
H  0.240  -6.148  -0.724  0.3554
H  -1.173  -6.711  0.168  0.3006
H  -1.232  -6.615  -1.590  0.3691
H  -3.176  -5.099  -1.649  0.3613
H  -4.009  -2.813  -1.465  0.5013
H  -1.820  0.210  1.318  0.1558
H  -0.895  0.177  -0.208  0.4626
H  -2.119  1.926  -1.150  0.5061
H  -0.994  3.867  1.710  0.2460
H  5.004  0.753  -2.062  0.4845
H  3.229  0.810  -2.253  0.3799
H  4.180  -1.429  -1.412  0.3878
H  4.674  -0.583  0.063  0.2730
H  1.786  -0.729  -0.958  0.5589
H  3.855  -2.511  1.789  0.3037
H  2.150  -2.833  2.208  0.3324
H  1.909  -0.541  2.858  0.3493
H  3.614  -0.256  2.419  0.3019
H  -4.584  1.414  0.540  0.3326
H  -4.521  1.715  -1.195  0.3908
H  -0.484  -1.738  0.717  0.2889
H  0.344  -3.995  0.488  0.2529

Results
calculated total energy	-2053.5907	hartree
energy relative to the best compared isomer or geometry (same formula, charge and spin)	181.0	kJ/mol
SMILES string	Cc1ccc(N2C[C@H](C(=O)Nc3nnc(SCCC4OCCO4)s3)CC2=O)cc1
strongest force on any atom	1.8	eV/A



# 5
A single C19H22N4O5 molecule in a non-equilibrium geometry, computed with ωB97M-V/def2-TZVPD.

Last column: Mulliken charge in e.
Geometry (Å):
C  0.567  2.779  -3.991  -1.2496
C  -0.501  2.173  -3.101  -0.1593
O  0.094  1.346  -2.124  -0.2740
C  -0.814  0.460  -1.490  0.7881
O  -1.983  0.289  -1.860  -0.7662
C  -0.350  -0.317  -0.379  -0.2962
C  0.980  -0.119  0.031  -0.6381
N  1.541  -0.786  1.106  0.0414
C  2.841  -0.681  1.555  0.5988
C  3.376  -1.617  2.399  0.1012
C  4.695  -1.476  2.754  -0.1015
O  5.197  -2.541  3.487  -0.3645
C  6.596  -2.515  3.834  -0.6573
N  5.425  -0.406  2.396  -0.4133
C  4.818  0.465  1.621  0.1974
O  5.542  1.544  1.190  -0.3934
C  6.729  1.953  1.884  -0.6860
N  3.556  0.374  1.164  -0.4329
C  -1.265  -1.242  0.340  0.7552
O  -0.775  -2.076  1.076  -0.8094
N  -2.629  -1.231  0.178  -0.0076
C  -3.598  -1.923  0.936  0.1605
C  -3.366  -2.412  2.247  -0.4437
C  -4.384  -3.067  2.936  -0.6905
C  -5.679  -3.188  2.402  -0.5114
C  -5.948  -2.668  1.113  -0.7620
C  -4.900  -2.044  0.420  1.3430
C  -5.168  -1.540  -0.975  -1.6359
H  0.127  3.466  -4.698  0.3953
H  1.285  3.338  -3.368  0.3032
H  1.123  1.978  -4.502  0.3054
H  -1.190  1.613  -3.719  0.3091
H  -1.076  2.994  -2.616  0.2635
H  1.608  0.539  -0.551  0.6542
H  0.965  -1.536  1.488  0.2130
H  2.807  -2.484  2.693  0.4957
H  6.731  -3.223  4.637  0.2723
H  7.208  -2.855  3.020  0.2852
H  6.907  -1.500  4.187  0.2804
H  7.582  1.364  1.524  0.2804
H  6.604  1.901  2.978  0.3086
H  6.897  2.998  1.657  0.2551
H  -2.982  -0.667  -0.596  0.1790
H  -2.402  -2.282  2.734  0.3615
H  -4.111  -3.426  3.903  0.3872
H  -6.482  -3.617  2.979  0.3699
H  -6.950  -2.751  0.725  0.3629
H  -5.258  -0.444  -0.945  0.2868
H  -6.059  -2.041  -1.333  0.4251
H  -4.344  -1.815  -1.674  0.3133

Results
calculated total energy	-1332.4767	hartree
energy relative to the best compared isomer or geometry (same formula, charge and spin)	0.0	kJ/mol
SMILES string	CCOC(=O)/C(=C/Nc1cc(OC)nc(OC)n1)C(=O)Nc1ccccc1C
strongest force on any atom	2.7	eV/A



no.,LUMO energy (Eh)
1,-0.03952
2,0.02170
3,-0.11080
4,0.00913
5,-0.00376